[1]
A structure of composition C46H95InNO13S at a distorted geometry. Source: the Open Molecules 2025 dataset; level of theory: ωB97M-V/def2-TZVPD.

```
157
Properties=species:S:1:pos:R:3:mulliken_charge:R:1
In -7.0513 -3.4358 -3.3057 0.93
S -10.1317 -0.1614 -2.1222 1.28
O -0.5179 -0.6312 3.1423 -0.30
O 7.3808 -1.2599 -0.5149 -0.43
O -11.4416 0.5854 -1.9054 -0.72
O -4.5583 4.2255 3.3281 -0.46
O 4.3458 0.4972 3.9483 -0.30
O 9.7555 5.2295 0.6358 -0.32
O 6.2610 4.8183 1.7615 -0.37
O -10.3995 -1.1897 -3.4215 -0.45
O -4.3305 0.5138 -0.0875 -0.58
O 9.3004 -6.2078 -0.6176 -0.28
O -7.4058 -1.3317 -7.0228 -0.28
O -10.8940 0.2526 3.4673 -0.42
O -9.1141 0.8819 -2.5371 -0.63
N -2.4728 -0.0094 -1.3813 0.26
C -9.5268 2.1639 3.7677 -0.50
C 11.5946 4.7785 -0.7895 -0.55
C 0.7802 -0.0412 3.3030 -0.44
C -3.2507 -1.4911 0.7707 -0.78
C -8.5848 -1.9125 -7.5895 -0.35
C -9.0042 -2.5288 -0.8496 -0.53
C 10.8675 6.0244 1.0705 -0.54
C -6.0363 3.0410 1.9045 -0.06
C -3.9136 -2.7362 -3.9119 -0.49
C -8.1339 0.0563 -8.7978 -0.52
C -7.1984 -0.0414 -7.6081 -0.47
C -7.4270 -2.5294 -1.2508 -1.01
C -5.4472 3.0992 3.3001 -0.35
C -3.8569 -1.9215 -2.5083 0.24
C 5.7223 2.4035 4.2393 -0.42
C 12.1158 5.3843 0.4951 -0.60
C -3.3795 -0.2941 -0.2654 0.37
C 4.8379 5.1886 -0.0975 -0.72
C 8.1420 -3.3143 0.3871 -0.25
C -10.8674 1.6712 3.2579 -0.48
C -9.5500 -1.0376 -0.6037 -0.43
C 5.6695 0.0505 4.2726 -0.45
C 5.2119 4.2077 0.9965 -0.09
C 7.1000 -1.2640 0.8908 -0.02
C 7.8541 -2.5595 -0.8957 -0.53
C 7.1317 -2.7121 1.3396 -0.55
C 6.6075 1.2053 3.9771 -0.34
C 9.6644 -8.3517 -1.5588 -0.55
C -0.7313 -1.5725 4.2026 -0.48
C 0.6089 -1.7783 4.8819 -0.67
C -4.3512 4.6829 1.9837 -0.57
C -9.5723 -0.1899 3.8037 -0.51
C 1.2724 -0.4334 4.6816 -0.18
C -2.9144 -0.6391 -2.6654 -0.75
C 4.3772 1.9169 3.7416 -0.20
C 10.4091 -6.1188 -1.5227 -0.46
C 10.9245 -7.5305 -1.7242 -0.53
C 6.7409 5.9684 1.0489 -0.02
C -8.6360 0.9673 3.5145 0.08
C 6.1513 5.8978 -0.3460 -0.46
C 8.9296 -7.5861 -0.4756 -0.51
C -4.9180 3.6162 1.0671 -0.20
C -9.2917 -0.8110 -8.3561 -0.52
C -4.9004 -4.0086 -3.6822 -1.14
C -1.0448 -0.2791 -1.0525 -0.89
C 10.2056 4.3256 -0.3834 -0.46
H 9.1567 -3.0904 0.7328 0.24
H -11.7102 2.1350 3.7753 0.29
H -5.2483 4.0128 0.1059 0.44
H 12.4708 4.5918 1.1619 0.27
H 6.1515 -3.1738 1.1818 0.28
H -6.1484 0.0702 -7.8887 0.24
H -4.5237 -4.5525 -2.7416 0.21
H -8.4184 1.0837 -9.0336 0.32
H -2.0270 -0.9589 -3.3142 0.39
H -4.8580 2.2020 3.5195 0.25
H -7.0738 -1.4380 -1.3269 0.28
H 10.2254 3.3187 0.0464 0.28
H -0.4589 -0.1656 -2.0353 0.39
H -9.5854 2.3623 4.8433 0.27
H -8.0516 -4.9491 -3.4890 -0.40
H -9.5661 -0.4501 4.8679 0.30
H -4.8844 5.6331 1.8662 0.26
H 7.8447 -7.6842 -0.5552 0.27
H -6.2101 3.2130 4.0744 0.19
H -7.7355 0.9510 4.1309 0.35
H -10.3772 -0.9965 0.1801 0.38
H -8.2722 -2.7240 -8.2564 0.27
H 6.7887 5.2829 -0.9902 0.14
H -9.0482 -3.0817 0.1598 0.26
H 8.0513 -4.3944 0.2749 0.17
H -3.9396 -1.2368 1.6544 0.29
H 0.7095 1.0415 3.1750 0.26
H -6.3320 2.0336 1.6084 0.13
H 5.6733 2.6004 5.3156 0.30
H 10.0412 -5.6928 -2.4626 0.28
H -1.1423 -2.4989 3.7947 0.29
H -6.9176 3.6891 1.8432 0.14
H -11.3312 -1.0313 -3.6872 0.31
H 4.3708 3.9684 1.6501 0.13
H 9.8498 -9.3935 -1.2930 0.33
H 1.4311 -0.4435 2.5192 0.24
H 10.7267 7.0390 0.6817 0.31
H -2.8699 -3.1821 -4.0822 0.37
H -6.7837 -3.0985 -0.5047 0.38
H -3.5026 -2.6750 -1.7376 0.08
H -4.1642 2.8462 0.8784 -0.11
H 4.0963 5.9016 0.2773 0.29
H 11.5248 5.5510 -1.5622 0.27
H 5.9083 -0.8432 3.6906 0.10
H 12.9295 6.0960 0.3471 0.32
H 7.5133 1.1855 4.5855 0.42
H 3.5412 2.3838 4.2675 0.24
H -7.4396 0.7128 -6.8508 0.29
H -9.9428 -0.2452 -7.6818 0.24
H 7.0636 -3.0479 -1.4755 0.29
H 7.8323 5.9668 1.0421 -0.17
H 0.5150 -2.0708 5.9292 0.35
H 10.8830 6.0687 2.1616 0.32
H 6.0568 3.3144 3.7401 0.21
H 0.9012 0.2778 5.4274 0.25
H 9.2374 -7.9152 0.5226 0.31
H 6.1338 -0.7881 1.0745 0.14
H 11.1673 -5.4495 -1.1104 0.27
H -10.9745 1.8534 2.1832 0.26
H 7.8794 -0.6766 1.3897 0.01
H 2.3598 -0.4645 4.7520 0.08
H -7.6596 -0.3796 -9.6838 0.26
H 9.0853 -8.3334 -2.4877 0.27
H 8.7380 -2.4570 -1.5297 0.27
H -2.2113 -1.6231 1.2211 0.07
H -8.3316 0.9479 2.4634 -0.19
H 1.1779 -2.5542 4.3591 0.29
H -9.3261 -1.0835 3.2254 0.28
H 4.2616 2.1008 2.6690 0.10
H -7.5908 -2.3079 -4.6108 -0.45
H -4.2759 -2.0830 -4.7671 0.23
H -0.8367 -1.3101 -0.6171 0.31
H 9.5011 4.3339 -1.2182 0.25
H -3.2860 4.8587 1.8157 0.33
H 5.6042 3.2748 0.5759 0.24
H 5.6836 -0.2117 5.3363 0.31
H -9.2034 -2.3343 -6.7943 0.19
H -9.6436 -3.0647 -1.6294 0.31
H -4.8095 -4.7586 -4.5396 0.29
H -4.9254 -1.5523 -2.3429 -0.21
H 12.2120 3.9656 -1.1749 0.34
H -9.1908 3.0753 3.2703 0.29
H -3.5806 -2.5036 0.3792 0.25
H 7.3972 -2.8261 2.3921 0.38
H -8.6586 -0.4353 -0.2027 0.08
H 11.4171 -7.6703 -2.6878 0.33
H -0.6853 0.5457 -0.3466 0.22
H 4.4264 4.7020 -0.9832 0.40
H -1.4639 -1.1396 4.8927 0.31
H 11.6391 -7.7840 -0.9343 0.26
H -3.5091 0.1512 -3.2469 0.21
H -9.8996 -1.1877 -9.1811 0.34
H 6.0403 6.8785 -0.8118 0.40
H 6.9031 1.1865 2.9229 0.04
H 6.3956 6.8615 1.5823 0.32
```

Summary:
HOMO-LUMO gap ... 0.2253 hartree
F_max ... 0.1306 Eh/bohr
Highest occupied orbital energy ... -4.54 eV
Molar mass ... 1017.1 g mol⁻¹
Total charge ... -1



[2]
A structure of composition C42H60CsN7O2P2S2 at a distorted geometry. Source: the Open Molecules 2025 dataset; level of theory: ωB97M-V/def2-TZVPD.

```
116
Properties=species:S:1:pos:R:3:mulliken_charge:R:1
Cs 1.9180 -0.4834 0.6946 1.32
S 2.2657 -3.1709 -4.8106 -0.31
S 0.3566 0.9748 -1.9100 0.27
P -1.6006 -1.4377 0.0206 1.81
P -0.3797 2.6488 2.0079 0.97
O 2.1320 -0.9074 3.1919 -0.51
O 4.3480 -0.0365 -0.2240 -0.78
N -2.5238 1.1454 0.6031 0.99
N 1.3519 0.4974 -4.3234 -0.46
N 4.4773 -1.5709 1.5531 -0.03
N 3.8393 -2.5735 0.8237 -0.48
N 0.8246 -2.6824 -7.0800 0.27
N -0.9434 0.4692 -4.1250 0.29
N -0.3871 -2.8509 -5.3177 0.31
C 5.6874 0.4390 1.6736 0.43
C 3.0051 -3.3364 1.4624 0.25
C 0.9034 -2.8877 -5.7361 -0.24
C -4.0396 3.4992 3.7524 -1.09
C -2.1532 2.6902 2.4319 0.50
C 7.4438 2.1512 3.0216 -0.32
C -1.7018 -1.2029 2.7939 -0.59
C -2.8299 -0.5716 -1.0215 1.04
C 6.7515 1.1647 3.7168 -0.70
C -3.3530 -0.9968 -2.2389 -0.81
C 0.1772 1.6923 4.5587 -0.98
C -1.0254 5.4805 1.7303 -1.77
C 0.2541 0.6305 -3.5142 -0.08
C 2.6543 -4.5861 0.6693 -1.36
C -1.4176 -3.1560 -0.7142 0.20
C 5.8820 0.3114 3.0501 -0.22
C 1.9812 -2.6408 -7.9421 -1.00
C -2.6283 -4.0852 -0.8537 -1.60
C -3.9056 1.5875 -1.4017 -0.62
C -4.3904 1.1347 -2.6124 -0.79
C -3.1100 0.7595 -0.5564 -1.02
C -1.1558 0.6882 -5.5408 -1.06
C 6.3666 1.4442 0.9848 -0.40
C -4.9126 2.9055 2.8409 -0.75
C -3.0394 2.0109 1.5285 -1.25
C -1.2515 -2.6457 -6.3710 -0.53
C 2.0508 -2.1179 3.5333 0.58
C -3.9360 -1.6726 1.6959 -1.64
C 1.4557 -2.3797 4.9244 -1.66
C 0.6942 4.1619 4.3413 -1.68
C -0.5020 -2.5464 -7.4766 -0.45
C -0.3812 4.1685 -0.2904 -1.26
C 4.7647 -0.4739 0.8867 -0.31
C -2.6734 3.3869 3.5194 0.09
C -4.1289 -0.1650 -3.0510 -1.28
C 7.2478 2.2880 1.6522 -0.54
C -0.1680 4.3265 1.2155 0.41
C -4.4378 2.1933 1.7578 -0.56
C -0.5944 -3.0419 -2.0015 -0.14
C 2.3814 -3.2339 2.7619 -0.34
C -2.4279 -1.8930 1.6350 0.09
C 0.5693 2.8285 3.6098 0.51
H -2.3224 -2.5732 -6.2309 0.44
H 2.2179 -3.6324 -8.3273 0.31
H -5.9862 2.9841 2.9859 0.31
H -1.9904 3.8716 4.2072 0.01
H -2.0777 5.3044 1.4840 0.25
H -0.5409 0.0222 -6.1526 0.29
H 0.3274 0.7215 4.0829 -0.03
H -1.3788 3.7598 -0.5006 0.07
H 1.6049 -4.8730 0.7961 0.31
H -4.1021 2.6062 -1.0874 0.39
H -0.8707 1.7767 4.8815 0.23
H -1.7969 -0.1168 2.7213 -0.25
H 2.8244 -2.2888 -7.3587 0.34
H 0.8893 4.5623 1.3912 0.56
H 1.2830 -0.2069 -5.0454 0.04
H 2.0601 -4.1871 3.1745 0.20
H -4.3492 -2.0978 2.6199 0.51
H -5.1353 1.7088 1.0868 0.40
H -4.1618 -0.6043 1.6907 0.13
H -1.1885 -2.4847 -2.7469 -1.30
H -0.7727 -3.6188 0.0388 0.40
H 0.3248 -2.4688 -1.8473 0.29
H -3.1469 -1.9972 -2.5931 0.00
H -0.7203 6.4212 1.2510 0.51
H -0.3130 -4.0277 -2.3970 0.72
H -0.2993 5.1412 -0.7965 0.46
H 0.8139 1.7170 5.4523 0.50
H -2.1269 -1.5281 3.7570 0.63
H 6.1669 1.5425 -0.0769 0.38
H -4.5305 -0.5317 -3.9905 0.42
H 1.3538 -1.4222 5.4418 0.29
H -2.2289 -2.9681 1.7270 0.94
H -0.2366 4.4690 4.8290 0.23
H 8.1235 2.8183 3.5474 0.34
H -0.6148 -2.8956 -4.3324 0.28
H -4.4103 4.0453 4.6140 0.39
H 2.1949 0.4089 -3.7795 0.37
H 1.5762 2.5833 3.2538 0.48
H -0.9446 1.7242 -5.8361 0.32
H -0.9634 5.6145 2.8134 0.32
H 1.0115 4.9717 3.6746 0.33
H 0.4638 -2.8400 4.8423 0.28
H 1.4519 4.0685 5.1282 0.48
H 0.3370 3.4861 -0.7303 0.20
H 2.0868 -3.0520 5.5149 0.49
H -2.3207 -5.0609 -1.2538 0.51
H -0.6340 -1.4460 2.7980 -0.20
H 1.7893 -1.9599 -8.7698 0.36
H 3.2665 -5.4329 1.0053 0.24
H 5.3232 -0.4648 3.5665 0.39
H -4.4523 -2.1282 0.8434 0.30
H -2.1971 0.4653 -5.7690 0.29
H -3.4039 -3.6951 -1.5036 0.19
H 7.7755 3.0613 1.1026 0.35
H -3.0925 -4.2604 0.1229 0.38
H -0.7763 -2.3868 -8.5105 0.41
H -1.7342 0.6082 -3.5145 -0.16
H 2.8673 -4.4182 -0.3884 0.34
H -4.9837 1.8083 -3.2263 0.31
H 6.8847 1.0645 4.7891 0.35
```

Summary:
HOMO-LUMO gap ... 0.1603 hartree
F_max ... 0.0450 Eh/bohr
Highest occupied orbital energy ... -1.07 eV
Molar mass ... 954.0 g mol⁻¹
Total charge ... -2